Below is an isolated ion of composition C3H6N2O3P and charge -1 at a distorted geometry, with properties calculated with ωB97M-V with the def2-TZVPD basis set.

Each line ends with the Löwdin charge.
Cartesian coordinates (Å):
C (0.30, 0.25, -0.09)  -0.42
C (-1.84, 0.04, 0.42)  -0.23
C (-1.02, -0.59, 1.53)  -0.19
N (-0.81, 0.64, -0.54)  0.00
N (0.40, -0.33, 1.11)  0.02
O (1.56, 1.44, -2.24)  -0.23
O (3.18, 0.67, -0.39)  -0.39
O (2.06, -1.05, -2.02)  -0.39
P (2.06, 0.24, -1.26)  0.27
H (-2.49, -0.77, -0.08)  0.10
H (-2.60, 0.87, 0.53)  0.09
H (-1.22, -0.12, 2.51)  0.10
H (-1.35, -1.63, 1.49)  0.09
H (0.56, 1.26, -2.26)  0.05
H (1.21, -0.91, 1.29)  0.12

As for the energy: -21623.081 eV. Its SMILES is O=[P@]([O-])(O)C1=NCCN1. As for the HOMO energy: -4.92 eV. The energy relative to the best compared isomer or geometry (same formula, charge and spin) comes out at 0.0 kJ/mol. The value obtained for the LUMO energy is 3.63 eV. For the HOMO-LUMO gap, the calculation gives 8.5 eV. Its net charge is -1.